ORCA calculation (the ωB97M-V functional and the def2-TZVPD basis) on a molecular structure, C10H20N2PSTi.

Last column: Mulliken spin population.
Positions of all 35 atoms, in Å:
1 C -0.7498 -0.2371 -4.4003  -0.0902
2 C -1.5405 0.9633 -4.1942  0.0555
3 C -0.6550 2.0474 -3.8762  -0.0147
4 C 0.6810 1.5461 -3.8344  0.0029
5 C 0.6701 0.1230 -4.1062  0.0101
6 Ti -0.3861 -0.0275 -2.2204  0.9658
7 P -0.0739 -2.4252 -1.9239  0.0286
8 H -1.0988 -1.1738 -4.8198  0.0000
9 H -2.6189 1.0577 -4.3856  0.0026
10 H -0.9463 3.0957 -3.7533  -0.0008
11 H 1.5423 -0.5043 -4.2943  0.0188
12 H 1.5859 2.1739 -3.7891  -0.0009
13 H 1.0311 -3.1174 -2.5249  0.0223
14 H -1.1567 -3.0978 -2.6009  -0.0103
15 H -0.1655 -3.0834 -0.6358  0.0151
16 C 1.4950 1.5104 4.3496  -0.0001
17 C 0.4205 1.5037 3.2789  -0.0018
18 N 1.0491 1.2854 1.9467  0.0023
19 C 0.3853 0.7428 0.9107  -0.0492
20 S 0.7399 1.3096 -0.7121  0.0057
21 N -0.4759 -0.2699 1.1534  0.0223
22 C -0.0852 -1.3985 2.0373  -0.0029
23 C -1.3091 -1.9184 2.7601  0.0011
24 H 2.1323 0.6260 4.2863  0.0001
25 H 1.0367 1.5396 5.3412  0.0000
26 H 2.1252 2.4061 4.2426  0.0000
27 H -0.3281 0.7196 3.4457  0.0001
28 H -0.0987 2.4747 3.2690  0.0002
29 H 1.6790 2.0458 1.6797  -0.0003
30 H -1.1177 -0.5279 0.4051  0.0188
31 H 0.3781 -2.1895 1.4167  -0.0024
32 H 0.6841 -1.0317 2.7321  0.0006
33 H -1.9686 -2.4489 2.0645  0.0005
34 H -0.9943 -2.6158 3.5362  0.0002
35 H -1.8664 -1.1037 3.2155  0.0000

2S+1: 2
F_max, eV Å⁻¹: 2.37
Relative energy (zero: lowest compared OMol25 entry of this formula, charge and spin), kcal/mol: 0.0

---

ORCA calculation (the ωB97M-V functional and the def2-TZVPD basis) on a single C10H20N4O4 molecule.

Last column: natural (NBO) charge in e.
Positions of all 38 atoms, in Å:
1 C 2.9708 -0.8210 -0.1645  -0.1412
2 C 1.4014 -1.0171 -0.3127  0.6835
3 C 3.4236 0.6032 -0.2981  -0.4919
4 C 4.7699 1.0197 0.4652  0.6652
5 C -0.7212 -0.6936 1.0179  -0.1601
6 C -1.3581 -2.0446 0.7836  0.7597
7 C -1.2169 0.5014 0.1642  -0.4197
8 C -2.7274 0.2779 -0.0189  -0.4744
9 C -3.2861 1.6375 -0.5613  -0.4220
10 C -4.8714 1.6377 -0.2581  -0.2302
11 H 4.1738 -2.6124 -0.4031  0.3865
12 H 3.3503 -1.8765 -1.8346  0.3937
13 H 2.9938 -0.9780 0.9592  0.1866
14 H 3.6552 0.8522 -1.4018  0.2340
15 H 2.7155 1.3235 0.2231  0.2419
16 H 6.8247 0.8305 0.1279  0.4068
17 H 5.7767 -0.2576 -0.6096  0.4173
18 H 1.4208 -0.1114 1.5514  0.4310
19 H -0.8414 -0.4421 2.1418  0.2498
20 H -0.5884 0.7181 -0.8359  0.2510
21 H -0.9718 1.5021 1.0020  0.2167
22 H -3.3897 0.0420 1.0688  0.2099
23 H -3.1832 -0.6162 -0.6678  0.2429
24 H -3.0818 1.6156 -1.6999  0.2062
25 H -2.8288 2.6350 0.0226  0.2147
26 H -5.0620 2.2186 0.7433  0.1978
27 H -5.3288 2.4481 -0.9994  0.1867
28 H -5.5897 -0.1554 0.8256  0.3765
29 H -5.3316 -0.4950 -0.9484  0.3631
30 H -0.6235 -1.9827 -0.9299  0.5190
31 N 3.9028 -1.6623 -0.9688  -0.8703
32 N 5.8425 0.3006 0.2816  -0.8209
33 N 0.8392 -0.5530 0.8149  -0.6132
34 N -5.6095 0.4065 -0.1874  -0.8631
35 O 0.9333 -1.3678 -1.4510  -0.6750
36 O 4.6797 2.1994 0.9479  -0.6283
37 O -1.7706 -2.5069 1.8387  -0.5638
38 O -1.2920 -2.5758 -0.4287  -0.6662

SMILES: NCCCC[C@H](NC(=O)[C@@H](N)CC(N)=O)C(=O)O
F_max, eV Å⁻¹: 6.95
Relative energy (zero: lowest compared OMol25 entry of this formula, charge and spin), kcal/mol: 151.0

---

ORCA calculation (the ωB97M-V functional and the def2-TZVPD basis) on a single C10H20N4O4 molecule.

Last column: natural (NBO) charge in e.
Positions of all 38 atoms, in Å:
1 C 3.0507 -1.2958 0.2072  -0.1358
2 C 1.7445 -0.6774 0.3988  0.6619
3 C 4.3652 -0.4414 0.7812  -0.4927
4 C 4.2007 1.0517 0.3327  0.6503
5 C -0.3229 -0.0950 -0.9016  -0.1655
6 C -0.1999 1.3540 -0.6686  0.7892
7 C -1.3516 -0.7948 -0.0663  -0.4196
8 C -2.7867 -0.4074 -0.3426  -0.4423
9 C -3.4389 0.7508 0.2784  -0.4088
10 C -4.9377 0.7345 0.2067  -0.2167
11 H 4.1850 -2.4007 -1.2193  0.3771
12 H 4.0657 -0.8379 -1.4728  0.3875
13 H 2.8971 -2.2450 0.8893  0.2458
14 H 4.4334 -0.6949 1.9267  0.2534
15 H 5.3699 -0.8348 0.1058  0.2465
16 H 2.6731 2.4279 0.0975  0.4213
17 H 2.4894 1.7934 1.4625  0.4017
18 H 1.3776 -0.9683 -1.4364  0.4295
19 H -0.6123 -0.4532 -1.9430  0.2536
20 H -1.3860 -1.8304 -0.4825  0.2158
21 H -0.8447 -1.0356 0.8969  0.2479
22 H -3.1667 -0.1559 -1.3029  0.2271
23 H -3.5368 -1.2604 -0.2227  0.2218
24 H -2.9748 1.6155 -0.1396  0.2256
25 H -3.2804 0.7832 1.3873  0.1730
26 H -5.0916 0.7230 -0.8735  0.1700
27 H -5.3871 1.6599 0.4422  0.2026
28 H -5.2334 -0.7387 1.6043  0.3725
29 H -5.6854 -1.3799 -0.1602  0.3983
30 H 1.1171 1.0861 0.7949  0.4806
31 N 3.4589 -1.5584 -1.1698  -0.8554
32 N 3.3424 1.9470 1.0278  -0.8444
33 N 1.0294 -0.4554 -0.7012  -0.5696
34 N -5.4973 -0.5408 0.6570  -0.8897
35 O 1.4204 -0.1408 1.5325  -0.6933
36 O 4.7101 1.3759 -0.8091  -0.6210
37 O -0.9337 2.0600 -1.4611  -0.5673
38 O 0.7373 1.8800 0.3435  -0.7306

SMILES: NCCCC[C@H](NC(=O)[C@@H](N)CC(N)=O)C(=O)O
F_max, eV Å⁻¹: 7.10
Relative energy (zero: lowest compared OMol25 entry of this formula, charge and spin), kcal/mol: 172.6

---

ORCA calculation (the ωB97M-V functional and the def2-TZVPD basis) on a molecular structure, C10H20OP2.

Last column: natural (NBO) charge in e.
Positions of all 33 atoms, in Å:
1 C 1.1650 0.2508 -0.0099  -0.6281
2 C -1.1829 0.1349 0.5046  -0.7796
3 C 3.2620 1.4920 0.0298  -0.6021
4 C 3.0215 -0.7130 -1.3202  -0.6055
5 C 3.2984 -0.6415 1.1241  -0.6098
6 C -3.4933 0.5345 1.2442  -0.6012
7 C -3.1988 -1.0434 -0.5495  -0.5965
8 C -2.6130 1.3563 -1.0876  -0.6225
9 C 2.6504 0.1166 -0.1054  -0.1808
10 C -2.6474 0.2837 0.0310  -0.1010
11 O 0.1270 -2.3172 0.3691  -1.0051
12 P -0.0320 1.5678 0.2377  0.6484
13 P -0.0144 -1.0047 -0.5335  1.1026
14 H -1.1967 -0.0873 1.5514  0.2347
15 H 4.3619 1.3945 0.0981  0.2028
16 H 3.0843 2.2162 -0.7765  0.2111
17 H 3.0648 2.0039 0.9097  0.2182
18 H 2.9724 -1.7840 -1.0613  0.2221
19 H 3.9600 -0.3014 -1.6605  0.2252
20 H 2.1524 -0.5445 -2.0480  0.2174
21 H 3.2815 -0.0794 2.1218  0.2098
22 H 4.4254 -0.7244 1.0543  0.2195
23 H 2.7450 -1.5717 1.4004  0.2239
24 H -2.8780 1.0679 2.0901  0.2079
25 H -3.9070 -0.4180 1.4864  0.2148
26 H -4.2876 1.3414 0.9434  0.2134
27 H -3.8972 -0.9939 -1.3971  0.2201
28 H -2.3203 -1.6788 -0.8169  0.1922
29 H -3.5856 -1.6184 0.2803  0.1952
30 H -3.5903 1.3427 -1.5844  0.2141
31 H -1.9127 1.1448 -1.9947  0.2258
32 H -2.3474 2.2921 -0.5886  0.2125
33 H -0.4674 -3.0182 0.0576  0.5008

F_max, eV Å⁻¹: 4.65
Relative energy (zero: lowest compared OMol25 entry of this formula, charge and spin), kcal/mol: 0.0

---

ORCA calculation (the ωB97M-V functional and the def2-TZVPD basis) on 2 unconnected molecules or ions with the total composition C10H20OSi.

Last column: natural (NBO) charge in e.
Positions of all 32 atoms, in Å:
1 C 0.9444 2.9765 1.6320  -0.4834
2 C 1.0389 2.3989 0.4402  -0.1772
3 C 1.8841 2.0517 -0.5462  0.3835
4 C 1.6992 2.8563 -1.8416  -0.7065
5 C -0.7350 -2.4808 1.7286  -0.6162
6 C 1.9942 -2.3198 -0.3460  -0.6018
7 C -2.7951 -0.0005 -0.8349  -0.6207
8 C -0.8065 -0.9578 1.6770  -0.9051
9 C 1.0186 -1.4041 -1.1669  -0.9305
10 C -1.4611 0.6997 -0.9941  -0.9667
11 O 2.6693 1.0784 -0.3696  -0.6963
12 Si -0.1231 -0.3117 -0.0640  1.8319
13 H 0.0033 3.0591 2.1664  0.1952
14 H 1.7413 3.6931 1.9096  0.1861
15 H 1.5099 3.9734 -1.6521  0.2340
16 H 0.8409 2.4877 -2.4241  0.2249
17 H 2.5963 2.5396 -2.4856  0.2342
18 H 0.2266 -2.8882 1.7985  0.2123
19 H -1.2048 -2.6670 2.7639  0.2125
20 H -1.2522 -3.0716 1.0094  0.2089
21 H 2.3584 -1.6307 0.4085  0.2268
22 H 1.5659 -3.1974 0.0550  0.1991
23 H 2.7058 -2.7697 -0.9920  0.2160
24 H -2.6039 -1.0761 -0.7532  0.1915
25 H -3.3610 0.4083 0.0603  0.2115
26 H -3.5657 0.1716 -1.5995  0.2220
27 H -0.2121 -0.5098 2.4752  0.2569
28 H -1.8837 -0.7360 1.8068  0.2465
29 H 0.5249 -2.0986 -1.7249  0.2387
30 H 1.5048 -0.5801 -1.7007  0.2729
31 H -1.5189 1.7133 -0.6047  0.2583
32 H -1.3118 0.8251 -2.2061  0.2407

F_max, eV Å⁻¹: 4.10
Relative energy (zero: lowest compared OMol25 entry of this formula, charge and spin), kcal/mol: 158.0

---

ORCA calculation (the ωB97M-V functional and the def2-TZVPD basis) on a molecular structure, C10H21BeN4O6PSSbSe4.

Last column: natural (NBO) charge in e.
Positions of all 49 atoms, in Å:
1 Be -0.9515 1.0691 0.0210  1.6185
2 N -2.0323 0.0463 -0.9784  -0.9679
3 C -1.2958 -0.8962 -1.7927  0.2455
4 C -0.8977 -0.5238 -3.0603  -0.2660
5 C -0.0041 -1.3274 -3.7471  -0.1324
6 C 0.4776 -2.4755 -3.1429  -0.3701
7 C 0.0268 -2.8837 -1.8955  -0.1390
8 C -0.8808 -2.0890 -1.2215  -0.2878
9 S 1.8376 -3.3174 -3.8813  2.4092
10 O 1.8120 -4.6831 -3.4829  -0.9022
11 O 3.0418 -2.6830 -3.0627  -0.8994
12 O 1.9212 -2.9176 -5.2479  -0.9192
13 H -2.6500 -0.4504 -0.3423  0.4036
14 H -2.6230 0.6450 -1.5501  0.4133
15 H -1.2439 0.4033 -3.5004  0.2267
16 H 0.3502 -1.0518 -4.7306  0.2617
17 H 0.3946 -3.8050 -1.4642  0.2535
18 H -1.2356 -2.3786 -0.2382  0.2008
19 Se 4.8460 2.0597 -1.7120  -0.5679
20 Sb 3.5355 0.1621 -1.2242  1.0280
21 Se 3.6142 -0.9702 -3.4961  0.3312
22 Se 4.0252 -1.5198 0.4188  -0.6660
23 Se 1.1563 1.1636 -0.7040  -1.1407
24 N -1.9287 -1.2071 4.6279  -0.6988
25 C -1.3126 -1.5967 3.3078  -0.6065
26 P -0.3897 -0.0673 2.7575  2.1832
27 O -0.3670 0.7525 4.0073  -1.1164
28 O -1.0794 0.4459 1.5192  -1.2609
29 C 1.2668 -0.6873 2.3881  -0.6378
30 N 2.2764 0.3831 2.2496  -0.7941
31 H -1.4148 -0.3104 4.8838  0.4875
32 H -1.8150 -1.9187 5.3471  0.4393
33 H -2.9223 -1.0005 4.5435  0.4379
34 H -2.0925 -1.9051 2.6187  0.2489
35 H -0.6436 -2.4365 3.4836  0.2503
36 H 1.2812 -1.2613 1.4572  0.2960
37 H 1.5635 -1.3436 3.2070  0.2465
38 H 3.1524 -0.0698 1.8630  0.4542
39 H 2.4466 0.8963 3.1138  0.4333
40 H 1.9654 1.0227 1.4671  0.4658
41 C -2.4429 4.7678 -0.0991  -0.7102
42 C -1.3743 3.7306 -0.2560  0.7275
43 N -0.1788 4.1115 -0.6432  -0.7516
44 O -1.6662 2.5267 -0.0057  -0.8534
45 H -2.6470 5.2399 -1.0605  0.2537
46 H -2.1162 5.5431 0.5937  0.2524
47 H -3.3477 4.3034 0.2781  0.2501
48 H -0.0064 5.0829 -0.8442  0.4171
49 H 0.5683 3.4212 -0.7696  0.4521

F_max, eV Å⁻¹: 0.51
Total charge: +1
Relative energy (zero: lowest compared OMol25 entry of this formula, charge and spin), kcal/mol: 0.0

---

Repeat the first record exactly.
ORCA calculation (the ωB97M-V functional and the def2-TZVPD basis) on a molecular structure, C10H20N2PSTi.

Last column: Mulliken spin population.
Positions of all 35 atoms, in Å:
1 C -0.7498 -0.2371 -4.4003  -0.0902
2 C -1.5405 0.9633 -4.1942  0.0555
3 C -0.6550 2.0474 -3.8762  -0.0147
4 C 0.6810 1.5461 -3.8344  0.0029
5 C 0.6701 0.1230 -4.1062  0.0101
6 Ti -0.3861 -0.0275 -2.2204  0.9658
7 P -0.0739 -2.4252 -1.9239  0.0286
8 H -1.0988 -1.1738 -4.8198  0.0000
9 H -2.6189 1.0577 -4.3856  0.0026
10 H -0.9463 3.0957 -3.7533  -0.0008
11 H 1.5423 -0.5043 -4.2943  0.0188
12 H 1.5859 2.1739 -3.7891  -0.0009
13 H 1.0311 -3.1174 -2.5249  0.0223
14 H -1.1567 -3.0978 -2.6009  -0.0103
15 H -0.1655 -3.0834 -0.6358  0.0151
16 C 1.4950 1.5104 4.3496  -0.0001
17 C 0.4205 1.5037 3.2789  -0.0018
18 N 1.0491 1.2854 1.9467  0.0023
19 C 0.3853 0.7428 0.9107  -0.0492
20 S 0.7399 1.3096 -0.7121  0.0057
21 N -0.4759 -0.2699 1.1534  0.0223
22 C -0.0852 -1.3985 2.0373  -0.0029
23 C -1.3091 -1.9184 2.7601  0.0011
24 H 2.1323 0.6260 4.2863  0.0001
25 H 1.0367 1.5396 5.3412  0.0000
26 H 2.1252 2.4061 4.2426  0.0000
27 H -0.3281 0.7196 3.4457  0.0001
28 H -0.0987 2.4747 3.2690  0.0002
29 H 1.6790 2.0458 1.6797  -0.0003
30 H -1.1177 -0.5279 0.4051  0.0188
31 H 0.3781 -2.1895 1.4167  -0.0024
32 H 0.6841 -1.0317 2.7321  0.0006
33 H -1.9686 -2.4489 2.0645  0.0005
34 H -0.9943 -2.6158 3.5362  0.0002
35 H -1.8664 -1.1037 3.2155  0.0000

2S+1: 2
F_max, eV Å⁻¹: 2.37
Relative energy (zero: lowest compared OMol25 entry of this formula, charge and spin), kcal/mol: 0.0